{"formula": "C76H190O38", "method": "ωB97M-V/def2-TZVPD", "symbols": ["C", "O", "C", "C", "O", "C", "H", "H", "H", "H", "H", "H", "H", "H", "H", "H", "C", "O", "C", "C", "O", "C", "H", "H", "H", "H", "H", "H", "H", "H", "H", "H", "C", "O", "C", "C", "O", "C", "H", "H", "H", "H", "H", "H", "H", "H", "H", "H", "C", "O", "C", "C", "O", "C", "H", "H", "H", "H", "H", "H", "H", "H", "H", "H", "C", "O", "C", "C", "O", "C", "H", "H", "H", "H", "H", "H", "H", "H", "H", "H", "C", "O", "C", "C", "O", "C", "H", "H", "H", "H", "H", "H", "H", "H", "H", "H", "C", "O", "C", "C", "O", "C", "H", "H", "H", "H", "H", "H", "H", "H", "H", "H", "C", "O", "C", "C", "O", "C", "H", "H", "H", "H", "H", "H", "H", "H", "H", "H", "C", "O", "C", "C", "O", "C", "H", "H", "H", "H", "H", "H", "H", "H", "H", "H", "C", "O", "C", "C", "O", "C", "H", "H", "H", "H", "H", "H", "H", "H", "H", "H", "C", "O", "C", "C", "O", "C", "H", "H", "H", "H", "H", "H", "H", "H", "H", "H", "C", "O", "C", "C", "O", "C", "H", "H", "H", "H", "H", "H", "H", "H", "H", "H", "C", "O", "C", "C", "O", "C", "H", "H", "H", "H", "H", "H", "H", "H", "H", "H", "C", "O", "C", "C", "O", "C", "H", "H", "H", "H", "H", "H", "H", "H", "H", "H", "C", "O", "C", "C", "O", "C", "H", "H", "H", "H", "H", "H", "H", "H", "H", "H", "C", "O", "C", "C", "O", "C", "H", "H", "H", "H", "H", "H", "H", "H", "H", "H", "C", "O", "C", "C", "O", "C", "H", "H", "H", "H", "H", "H", "H", "H", "H", "H", "C", "O", "C", "C", "O", "C", "H", "H", "H", "H", "H", "H", "H", "H", "H", "H", "C", "O", "C", "C", "O", "C", "H", "H", "H", "H", "H", "H", "H", "H", "H", "H"], "coordinates": [[6.66, 3.91, -17.08], [6.12, 3.04, -18.00], [6.68, 1.79, -17.93], [5.87, 0.81, -18.79], [5.97, 1.22, -20.13], [5.04, 0.57, -21.06], [5.99, 4.69, -16.72], [7.40, 4.46, -17.66], [7.17, 3.60, -16.16], [6.78, 1.39, -16.92], [7.67, 1.88, -18.38], [4.78, 0.75, -18.71], [6.26, -0.21, -18.76], [4.01, 0.87, -20.88], [5.16, -0.51, -21.08], [5.09, 0.97, -22.07], [1.85, 0.24, -12.20], [2.19, 1.63, -12.25], [2.14, 2.18, -13.53], [3.13, 1.73, -14.64], [3.07, 0.32, -15.07], [4.19, -0.17, -15.75], [0.76, 0.18, -12.21], [2.19, -0.22, -11.27], [2.14, -0.40, -13.03], [2.34, 3.24, -13.36], [1.15, 1.88, -13.86], [4.16, 1.84, -14.31], [3.04, 2.38, -15.51], [4.44, 0.50, -16.57], [4.01, -1.11, -16.26], [5.07, -0.26, -15.10], [2.68, 3.21, -19.22], [1.47, 3.70, -19.86], [1.04, 4.96, -19.34], [0.22, 4.72, -17.99], [1.01, 4.25, -16.92], [1.57, 5.33, -16.17], [3.54, 3.74, -19.62], [2.62, 2.19, -19.61], [2.76, 3.25, -18.14], [0.34, 5.45, -20.02], [1.91, 5.56, -19.09], [-0.52, 3.97, -18.26], [-0.23, 5.67, -17.69], [2.28, 4.86, -15.50], [0.73, 5.82, -15.68], [2.25, 6.04, -16.62], [-2.62, -0.93, -13.92], [-1.81, -0.78, -12.81], [-1.26, -2.02, -12.28], [-0.26, -2.76, -13.10], [-0.84, -3.36, -14.26], [-0.15, -3.00, -15.51], [-3.60, -1.39, -13.76], [-2.30, -1.64, -14.68], [-2.90, 0.02, -14.38], [-2.11, -2.62, -11.95], [-0.76, -1.77, -11.34], [-0.01, -3.62, -12.48], [0.64, -2.17, -13.22], [-0.38, -1.95, -15.69], [-0.37, -3.58, -16.40], [0.93, -3.07, -15.36], [8.11, -4.45, -15.01], [8.15, -5.50, -15.93], [9.19, -5.51, -16.89], [10.51, -5.84, -16.12], [10.26, -7.03, -15.33], [11.24, -7.44, -14.41], [9.03, -4.34, -14.44], [7.23, -4.68, -14.40], [7.92, -3.57, -15.62], [9.27, -4.54, -17.40], [9.04, -6.15, -17.76], [10.72, -5.06, -15.39], [11.40, -5.86, -16.75], [12.03, -7.90, -15.00], [10.83, -8.23, -13.77], [11.61, -6.65, -13.76], [5.94, 2.60, -9.60], [5.15, 1.44, -9.44], [3.85, 1.75, -8.92], [3.73, 2.45, -7.52], [4.27, 2.01, -6.28], [5.69, 1.84, -6.33], [6.91, 2.35, -10.03], [6.28, 3.22, -8.77], [5.39, 3.22, -10.31], [3.18, 0.90, -8.96], [3.31, 2.45, -9.57], [2.67, 2.48, -7.27], [4.13, 3.46, -7.60], [6.10, 1.57, -5.36], [6.14, 2.80, -6.61], [6.06, 1.17, -7.10], [1.59, -8.92, -14.49], [1.56, -7.71, -15.16], [0.37, -7.62, -16.03], [0.66, -6.37, -16.87], [1.72, -6.53, -17.77], [3.04, -6.34, -17.29], [0.63, -9.08, -13.98], [2.25, -9.05, -13.63], [1.74, -9.76, -15.17], [-0.61, -7.63, -15.55], [0.50, -8.42, -16.76], [0.91, -5.46, -16.32], [-0.25, -6.03, -17.37], [3.68, -6.01, -18.10], [3.53, -7.27, -16.99], [3.17, -5.66, -16.45], [6.38, -0.38, -12.05], [7.22, -1.15, -12.99], [8.44, -1.58, -12.41], [8.38, -2.83, -11.49], [7.89, -2.48, -10.23], [8.17, -3.54, -9.35], [5.43, 0.06, -12.35], [6.93, 0.42, -11.56], [6.09, -0.94, -11.15], [8.85, -0.74, -11.84], [9.21, -1.74, -13.17], [9.33, -3.36, -11.58], [7.64, -3.49, -11.93], [9.20, -3.83, -9.16], [7.65, -4.43, -9.70], [7.79, -3.37, -8.34], [-5.25, 5.46, -9.07], [-4.15, 4.71, -9.66], [-3.26, 5.44, -10.55], [-2.74, 4.36, -11.60], [-2.09, 3.29, -10.97], [-1.22, 2.57, -11.78], [-5.73, 4.81, -8.34], [-6.01, 5.67, -9.82], [-5.05, 6.40, -8.55], [-2.45, 5.88, -9.97], [-3.74, 6.23, -11.12], [-2.10, 4.94, -12.26], [-3.56, 4.06, -12.26], [-0.27, 3.09, -11.86], [-1.55, 2.59, -12.82], [-1.18, 1.54, -11.42], [4.96, -2.98, -18.93], [4.02, -1.95, -19.30], [2.80, -2.47, -19.79], [1.63, -2.62, -18.81], [0.80, -1.47, -18.64], [1.47, -0.35, -18.06], [5.93, -2.49, -18.86], [5.03, -3.61, -19.81], [4.89, -3.62, -18.05], [2.88, -3.33, -20.45], [2.46, -1.78, -20.56], [1.91, -2.89, -17.80], [1.01, -3.45, -19.14], [0.75, 0.41, -17.74], [2.19, 0.08, -18.76], [1.98, -0.64, -17.15], [5.03, -1.85, -2.89], [5.76, -2.38, -3.97], [5.29, -1.86, -5.21], [3.80, -2.21, -5.59], [2.83, -1.49, -4.85], [2.29, -0.43, -5.72], [3.99, -2.18, -2.89], [5.08, -0.77, -2.77], [5.46, -2.12, -1.92], [5.93, -2.40, -5.91], [5.37, -0.78, -5.14], [3.59, -3.24, -5.30], [3.69, -2.26, -6.67], [1.44, -0.85, -6.25], [3.02, -0.08, -6.45], [1.99, 0.42, -5.12], [-3.03, -4.29, -8.86], [-1.91, -4.00, -9.66], [-0.80, -4.83, -9.33], [0.04, -4.37, -8.08], [0.63, -2.96, -8.23], [1.54, -2.82, -9.30], [-3.90, -3.71, -9.18], [-2.86, -4.27, -7.79], [-3.30, -5.34, -9.00], [-0.14, -4.68, -10.18], [-0.89, -5.91, -9.35], [0.86, -5.09, -8.04], [-0.46, -4.44, -7.12], [2.35, -3.55, -9.32], [2.04, -1.86, -9.15], [1.00, -2.84, -10.24], [5.81, 7.26, -15.20], [5.28, 8.54, -15.03], [3.88, 8.61, -14.62], [3.38, 10.07, -14.48], [3.07, 10.66, -15.70], [4.20, 10.77, -16.52], [5.95, 6.83, -14.21], [6.79, 7.39, -15.66], [5.08, 6.78, -15.86], [3.81, 8.03, -13.69], [3.19, 8.09, -15.28], [4.16, 10.65, -13.98], [2.53, 10.03, -13.80], [3.80, 11.37, -17.33], [4.76, 9.93, -16.92], [4.89, 11.35, -15.90], [-2.20, 12.08, -9.21], [-2.08, 11.01, -10.09], [-1.00, 10.07, -9.94], [-0.91, 9.22, -11.22], [0.07, 8.25, -11.20], [0.04, 7.51, -12.45], [-2.32, 13.04, -9.71], [-1.30, 12.10, -8.59], [-3.05, 11.96, -8.54], [-1.05, 9.48, -9.02], [-0.03, 10.56, -9.91], [-0.54, 9.86, -12.02], [-1.87, 8.81, -11.53], [-0.90, 7.09, -12.82], [0.76, 6.70, -12.48], [0.30, 8.14, -13.29], [-4.70, 5.59, -15.35], [-3.39, 4.94, -15.36], [-3.19, 3.93, -16.32], [-3.31, 4.28, -17.84], [-4.68, 4.63, -18.04], [-5.17, 4.55, -19.36], [-4.74, 6.45, -16.01], [-4.79, 6.08, -14.38], [-5.54, 4.93, -15.53], [-3.96, 3.17, -16.15], [-2.21, 3.50, -16.15], [-2.91, 3.44, -18.40], [-2.84, 5.23, -18.08], [-5.19, 3.52, -19.73], [-4.51, 5.11, -20.02], [-6.21, 4.87, -19.37], [7.42, 6.14, -10.83], [5.99, 6.19, -10.92], [5.37, 7.47, -10.70], [3.83, 7.04, -10.71], [3.61, 6.17, -9.61], [2.31, 5.56, -9.34], [7.82, 6.70, -11.67], [7.78, 5.13, -11.03], [7.89, 6.51, -9.91], [5.46, 8.18, -11.52], [5.69, 7.97, -9.79], [3.59, 6.53, -11.64], [3.11, 7.86, -10.66], [2.08, 4.83, -10.12], [1.47, 6.21, -9.13], [2.26, 5.10, -8.36], [-5.27, 2.12, -10.14], [-4.09, 1.41, -9.83], [-4.14, 0.61, -8.67], [-2.76, 0.03, -8.40], [-1.75, 1.04, -8.60], [-0.48, 0.74, -8.01], [-5.11, 2.70, -11.05], [-5.56, 2.77, -9.31], [-6.02, 1.34, -10.27], [-4.78, -0.26, -8.82], [-4.45, 1.17, -7.79], [-2.55, -0.79, -9.08], [-2.71, -0.26, -7.35], [0.00, -0.13, -8.45], [-0.47, 0.44, -6.96], [0.22, 1.55, -8.19], [4.21, -3.06, -12.11], [3.23, -3.39, -12.98], [3.48, -4.70, -13.51], [2.85, -5.88, -12.79], [3.31, -6.15, -11.47], [2.64, -7.19, -10.83], [3.65, -2.43, -11.42], [5.01, -2.51, -12.60], [4.65, -3.80, -11.44], [4.55, -4.84, -13.71], [3.03, -4.79, -14.50], [3.07, -6.67, -13.52], [1.77, -5.73, -12.80], [1.65, -6.86, -10.51], [3.28, -7.31, -9.96], [2.71, -8.15, -11.35], [6.77, 3.50, -13.57], [7.14, 2.32, -14.26], [8.48, 1.80, -14.05], [8.99, 0.80, -15.14], [9.35, 1.36, -16.34], [10.03, 0.54, -17.35], [6.83, 3.39, -12.49], [5.78, 3.75, -13.96], [7.33, 4.38, -13.90], [8.51, 1.27, -13.10], [9.18, 2.64, -14.00], [8.22, 0.05, -15.35], [9.79, 0.21, -14.69], [10.96, 0.14, -16.95], [10.31, 1.14, -18.22], [9.38, -0.29, -17.59]], "homo_lumo_gap_ev": 9.08, "charge": 0, "total_energy_ev": -159665.283, "homo_energy_ha": -0.3198, "e_lumo_ev": 0.379}